[1]
Here is a gas-phase ion, C6H12N3 (charge +1) in a non-equilibrium geometry from the OMol25 dataset. Energies are from ωB97M-V/def2-TZVPD.

maximum force: 9.7 eV/A
total charge: +1
E: -10874.1691 eV
HOMO-LUMO gap: 7.582 eV
lowest unoccupied orbital energy: -6.626 eV
SMILES: [H]/N=N/[N+]#CCCCCC
ΔE to the lowest compared entry with this formula, charge and spin: 689.7 kJ/mol

CARTESIAN COORDINATES (ANGSTROEM)
N (-2.903994, 0.283424, 0.037771)
N (-4.783876, -0.821353, -0.422624)
N (-3.392376, -0.850165, -0.237117)
C (2.946267, -0.823537, 0.361422)
C (-0.843383, 1.724953, 0.666194)
C (1.758744, -0.869590, -0.559946)
C (0.204239, 1.109245, -0.345814)
C (-2.031680, 1.001592, 0.436079)
C (0.466718, -0.318559, 0.033810)
H (3.360606, 0.227786, 0.439717)
H (-0.847523, 2.798139, 0.623333)
H (2.209379, -0.214536, -1.237730)
H (1.106266, 1.739651, -0.166753)
H (1.628774, -1.804066, -1.192474)
H (-0.242228, -0.987582, -0.367366)
H (0.503216, -0.532267, 1.159512)
H (3.800192, -1.445813, 0.004112)
H (2.688400, -1.096213, 1.362001)
H (-0.057570, 1.068739, -1.422342)
H (-5.081051, -1.807226, -0.851806)
H (-0.489118, 1.617377, 1.680026)

Cartesian forces, eV/Å:
N 4.78 5.84 3.15
N 6.00 -1.21 -0.24
N -8.54 -3.87 -2.53
C 1.62 0.23 0.58
C 1.14 0.27 -0.86
C 0.60 -0.89 -0.78
C 0.68 0.22 0.70
C -4.18 -2.76 -1.80
C 1.56 -1.19 1.53
H -0.52 -1.01 -0.13
H -0.93 0.65 -0.64
H -0.46 1.39 -2.11
H -0.53 -0.45 -0.45
H 0.06 0.75 1.39
H -1.61 -0.47 -0.29
H -0.17 0.62 -1.33
H -0.71 0.37 0.30
H 0.05 -0.53 0.79
H -0.20 0.86 0.70
H 1.31 2.01 1.49
H 0.06 -0.82 0.51

So, what does the Mulliken scheme give us? The charges, in e, come out as:
1. N 0.525
2. N -0.313
3. N -0.285
4. C -1.243
5. C -0.832
6. C -0.583
7. C -0.443
8. C 0.633
9. C -0.477
10. H 0.271
11. H 0.392
12. H 0.250
13. H 0.358
14. H 0.426
15. H 0.246
16. H 0.369
17. H 0.333
18. H 0.344
19. H 0.334
20. H 0.338
21. H 0.359

[2]
Here is a gas-phase ion, C6H12N3 (charge +1) in a non-equilibrium geometry from the OMol25 dataset. Energies are from ωB97M-V/def2-TZVPD.

maximum force: 7.6 eV/A
total charge: +1
E: -10877.9417 eV
HOMO-LUMO gap: 8.262 eV
lowest unoccupied orbital energy: -4.010 eV
SMILES: Cc1nccn1[C@H](C)[NH3+]
ΔE to the lowest compared entry with this formula, charge and spin: 325.7 kJ/mol

CARTESIAN COORDINATES (ANGSTROEM)
N (0.413770, -0.215501, -0.017492)
N (2.506504, 0.171193, -0.049603)
N (-1.629379, -0.093464, -1.222783)
C (1.378952, 0.766811, 0.070145)
C (2.342150, -1.185723, -0.039385)
C (-1.280809, 0.108509, 0.183880)
C (-1.737727, -1.064461, 1.061091)
C (1.287937, 2.226544, 0.093888)
C (1.007790, -1.462385, -0.079380)
H (0.598367, 2.683838, 0.918391)
H (-2.794922, -0.904530, 1.116106)
H (-1.108361, -0.990441, 1.948046)
H (2.301737, 2.519203, 0.129695)
H (-1.507351, -2.054461, 0.625387)
H (-0.839912, 0.176971, -1.764008)
H (0.556952, -2.345533, -0.004985)
H (0.795146, 2.709907, -0.734600)
H (-2.377623, 0.644121, -1.456770)
H (-1.953374, -1.042209, -1.470706)
H (-1.211741, 1.124323, 0.580817)
H (3.251891, -1.772721, 0.112268)

Cartesian forces, eV/Å:
N -4.53 1.84 0.89
N 2.36 0.04 0.79
N -3.49 2.62 -0.58
C -0.78 -1.55 -1.01
C 0.35 0.49 -0.09
C 6.61 -3.79 0.53
C 0.64 1.15 -0.92
C -2.96 1.15 1.46
C 2.49 3.06 0.35
H 1.72 -1.00 -0.65
H -0.77 -0.49 1.09
H -0.84 0.00 0.43
H 0.86 0.87 0.38
H -0.22 0.66 -0.16
H 1.11 -0.04 -0.87
H -2.05 -3.20 0.18
H 0.13 -0.23 -1.02
H 0.78 -1.64 -0.07
H 0.18 0.44 0.24
H -0.83 -0.17 -0.46
H -0.76 -0.23 -0.52

So, what does the Mulliken scheme give us? The charges, in e, come out as:
1. N -0.064
2. N -0.583
3. N -0.203
4. C 0.865
5. C -0.509
6. C -0.132
7. C -1.265
8. C -1.328
9. C -0.394
10. H 0.285
11. H 0.428
12. H 0.379
13. H 0.372
14. H 0.373
15. H 0.340
16. H 0.471
17. H 0.313
18. H 0.399
19. H 0.374
20. H 0.465
21. H 0.415

[3]
Here is 2 unconnected molecules or ions with the total composition C6H12N3 in a non-equilibrium geometry from the OMol25 dataset. Energies are from ωB97M-V/def2-TZVPD.

maximum force: 4.0 eV/A
total charge: +1
E: -10875.7319 eV
HOMO-LUMO gap: 8.502 eV
lowest unoccupied orbital energy: -4.221 eV
ΔE to the lowest compared entry with this formula, charge and spin: 538.9 kJ/mol

CARTESIAN COORDINATES (ANGSTROEM)
N (0.057375, 0.651549, 0.418483)
N (2.820510, -0.111816, -0.309643)
N (-0.926647, 0.068248, 1.145247)
C (-2.097760, -0.313038, 0.825534)
C (3.139581, -1.002300, 0.789532)
C (-2.917934, -0.324236, -0.370386)
C (1.808552, -0.030275, -1.107981)
C (-4.218196, -0.594225, -0.598407)
C (0.069658, 1.908355, 0.173950)
H (-2.385041, -0.834261, 1.796652)
H (2.413356, -0.841691, 1.486149)
H (-2.173182, -0.191401, -1.171705)
H (0.959552, 2.237892, -0.186727)
H (-4.944876, -0.658338, 0.241041)
H (-0.628735, 2.718776, 0.425416)
H (3.487849, 0.639305, -0.443249)
H (1.742414, 0.767985, -1.846338)
H (3.157874, -1.942663, 0.306724)
H (-4.654008, -0.685808, -1.584617)
H (1.181250, -0.921478, -1.093822)
H (4.108398, -0.540576, 1.104154)

Cartesian forces, eV/Å:
N -1.19 0.85 -0.82
N -0.18 2.66 -2.13
N 0.96 0.40 -0.33
C -0.89 -1.31 3.64
C 2.33 1.60 -2.10
C 1.03 -0.11 -1.60
C 0.49 -2.02 1.12
C 0.42 0.45 1.58
C -1.71 -0.64 1.45
H -1.01 0.57 -1.53
H -1.97 -0.12 2.21
H -0.96 -0.02 -0.55
H 2.47 1.13 -1.38
H 0.72 -0.17 -0.58
H -0.30 -0.86 0.21
H -0.02 0.12 0.21
H -0.04 -0.29 0.25
H 0.42 -1.47 0.53
H 0.31 0.14 -0.06
H -0.27 0.56 -0.40
H -0.64 -1.46 0.27

So, what does the Mulliken scheme give us? The charges, in e, come out as:
1. N 0.076
2. N 0.000
3. N -0.609
4. C 0.041
5. C -0.803
6. C 0.008
7. C -0.360
8. C -0.717
9. C -0.380
10. H 0.367
11. H 0.356
12. H 0.210
13. H 0.317
14. H 0.246
15. H 0.295
16. H 0.312
17. H 0.439
18. H 0.337
19. H 0.271
20. H 0.285
21. H 0.312

[4]
Here is a gas-phase ion, C6H12N3O2 (charge +1) in a non-equilibrium geometry from the OMol25 dataset. Energies are from ωB97M-V/def2-TZVPD.

maximum force: 5.6 eV/A
total charge: +1
E: -14969.5106 eV
HOMO-LUMO gap (alpha / beta): 8.067 / 8.065 eV
lowest unoccupied orbital energy (alpha / beta): -5.201 / -5.203 eV
SMILES: C=[N+](C)C1=[N+]([O-])O[C@H](C)[C@H]1N
ΔE to the lowest compared entry with this formula, charge and spin: 667.3 kJ/mol

CARTESIAN COORDINATES (ANGSTROEM)
O (1.165470, -1.992526, 1.571578)
O (1.951893, -0.711121, -0.039624)
N (-0.444859, 1.243195, -2.118452)
N (0.937034, -1.139817, 0.750202)
N (-1.440003, -0.762987, 0.967755)
C (-2.456930, -0.118936, 0.495721)
C (0.130283, 0.757101, -0.798548)
C (-0.182379, -0.523507, 0.499179)
C (1.604028, 0.330042, -0.969967)
C (-1.636706, -1.757826, 2.003565)
C (2.599158, 1.461676, -0.731295)
H (2.493243, 2.214793, -1.503585)
H (-1.189717, -2.707775, 1.708455)
H (-2.701328, -1.897658, 2.180497)
H (2.436248, 1.912361, 0.244555)
H (-3.450027, -0.307571, 0.862596)
H (-2.320636, 0.618304, -0.276958)
H (1.759811, -0.098583, -1.966141)
H (-1.155992, -1.439359, 2.929986)
H (-1.352693, 1.676136, -2.042972)
H (-0.414150, 0.549151, -2.854930)
H (3.610802, 1.059281, -0.758302)
H (0.057449, 1.635627, -0.153314)

Cartesian forces, eV/Å:
O 0.56 -0.34 0.18
O 0.78 -0.58 0.40
N 0.91 -2.04 2.50
N -1.22 0.14 0.06
N -0.88 0.03 0.11
C 0.32 0.01 0.00
C 0.32 -0.15 0.82
C -0.10 3.26 -4.52
C -0.18 0.90 -0.43
C -0.24 -1.04 1.08
C -0.12 -0.41 -0.05
H -0.04 0.12 -0.11
H -0.02 0.19 -0.08
H 0.08 0.10 -0.09
H -0.05 0.05 0.08
H -0.02 -0.21 0.24
H 0.17 -0.03 -0.04
H -0.15 -0.04 0.13
H 0.03 0.06 -0.18
H -0.04 0.04 -0.01
H -0.17 -0.04 0.02
H 0.00 0.07 -0.06
H 0.06 -0.11 -0.04

So, what does the Mulliken scheme give us? The charges, in e, come out as:
1. O -0.659
2. O -0.373
3. N -0.466
4. N 0.819
5. N 0.098
6. C -0.035
7. C -0.398
8. C 0.210
9. C 0.205
10. C -0.842
11. C -1.421
12. H 0.373
13. H 0.367
14. H 0.300
15. H 0.342
16. H 0.238
17. H 0.094
18. H 0.313
19. H 0.355
20. H 0.279
21. H 0.237
22. H 0.397
23. H 0.567

[5]
Here is a molecular structure, C6H12N3OSSe4W from the OMol25 dataset. Energies are from ωB97M-V/def2-TZVPD.

maximum force: 0.8 eV/A
2S+1: 3
total charge: +1
E: -286976.5384 eV
HOMO-LUMO gap (alpha / beta): 6.795 / 6.323 eV
lowest unoccupied orbital energy (alpha / beta): -4.809 / -6.043 eV
expectation value of S²: 2.05
ΔE to the lowest compared entry with this formula, charge and spin: 4.7 kJ/mol

CARTESIAN COORDINATES (ANGSTROEM)
W (-1.625680, 1.263573, 2.694074)
Se (-2.334738, -1.142191, 2.049901)
Se (-0.288328, 3.034659, 1.943412)
Se (-3.480641, 2.379664, 3.288697)
Se (-2.454752, 0.383026, 0.451711)
S (0.913008, 0.416709, 1.970280)
O (0.044948, -0.168464, 6.382800)
N (-0.892971, 0.653540, 4.377892)
N (1.144399, -1.266362, -0.017409)
N (0.685372, 0.956086, -0.619649)
C (0.896750, 0.005916, 0.276819)
C (1.625511, -1.865230, -1.261990)
C (0.303104, 0.861040, -2.025835)
C (0.623825, -2.826735, -1.869623)
C (-0.611140, 2.021093, -2.368466)
C (-0.414739, 0.226296, 5.400764)
H (2.549792, -2.391712, -1.009130)
H (1.181858, -1.858015, 0.800655)
H (0.358641, -3.612848, -1.164622)
H (-1.512304, 2.012283, -1.753408)
H (1.907553, -1.063611, -1.941878)
H (-0.104541, 2.974069, -2.221077)
H (-0.907768, 1.965353, -3.413220)
H (1.064134, -3.300182, -2.744002)
H (0.628236, 1.881143, -0.213104)
H (-0.200359, -0.093660, -2.179979)
H (1.196218, 0.884106, -2.655368)
H (-0.295397, -2.329539, -2.178257)

Cartesian forces, eV/Å:
W -0.50 0.32 0.48
Se 0.01 -0.53 0.33
Se 0.12 0.35 -0.07
Se 0.42 -0.24 -0.15
Se -0.15 0.19 -0.52
S 0.02 -0.14 0.05
O 0.17 -0.15 0.34
N 0.04 -0.02 0.14
N -0.21 0.25 0.27
N 0.07 0.04 0.25
C 0.18 -0.08 -0.09
C 0.18 0.03 -0.10
C 0.08 -0.14 -0.18
C 0.01 -0.01 -0.09
C -0.02 0.00 -0.04
C -0.22 0.15 -0.41
H -0.07 0.03 -0.05
H 0.01 -0.02 -0.03
H 0.01 -0.03 0.05
H 0.01 0.01 -0.04
H -0.05 -0.10 -0.01
H 0.04 0.05 0.02
H -0.02 -0.01 -0.03
H 0.00 -0.05 -0.06
H -0.01 0.01 -0.04
H -0.02 0.03 -0.03
H -0.08 0.00 0.00
H 0.00 0.06 0.01

So, what does the Mulliken scheme give us? The charges, in e, come out as:
1. W 1.100
2. Se -0.103
3. Se -0.164
4. Se 0.000
5. Se -0.032
6. S -0.301
7. O -0.394
8. N -0.792
9. N -0.075
10. N 0.040
11. C 0.526
12. C -0.558
13. C -0.248
14. C -0.995
15. C -1.283
16. C 0.745
17. H 0.376
18. H 0.276
19. H 0.331
20. H 0.238
21. H 0.306
22. H 0.395
23. H 0.391
24. H 0.347
25. H 0.068
26. H 0.204
27. H 0.342
28. H 0.258

[6]
Here is 2 unconnected molecules or ions with the total composition C6H12N4O2 in a non-equilibrium geometry from the OMol25 dataset. Energies are from ωB97M-V/def2-TZVPD.

maximum force: 1.7 eV/A
E: -16467.4489 eV
HOMO-LUMO gap: 9.260 eV
lowest unoccupied orbital energy: 0.640 eV
SMILES: C1=NNC=NO1.CO/C=C/CN
ΔE to the lowest compared entry with this formula, charge and spin: 407.7 kJ/mol

CARTESIAN COORDINATES (ANGSTROEM)
O (-4.332180, -0.520796, -1.086284)
O (3.485904, -0.952193, 0.604897)
N (-4.962262, -0.842427, 0.178256)
N (0.754371, 2.702831, -0.485426)
N (-2.330729, -0.514529, 0.051709)
N (-3.077039, 0.208517, 0.983050)
C (-3.003621, -0.688398, -1.013735)
C (1.922732, 0.819504, 0.544988)
C (2.448209, -0.284919, 0.029705)
C (-4.331283, -0.333154, 1.156116)
C (0.612167, 1.346434, 0.042023)
C (4.104647, -1.917873, -0.223607)
H (-2.541485, 0.357670, 1.832344)
H (-4.792984, -0.281113, 2.138198)
H (-0.158566, 3.020060, -0.832132)
H (1.388390, 2.709040, -1.277093)
H (4.668155, -1.423789, -1.042163)
H (3.344709, -2.582246, -0.651847)
H (-2.545756, -0.988945, -1.940744)
H (4.823217, -2.489075, 0.392925)
H (-0.161215, 1.397614, 0.852674)
H (2.463672, 1.381696, 1.315976)
H (2.005427, -0.747632, -0.860266)
H (0.215524, 0.623721, -0.709557)

Cartesian forces, eV/Å:
O -0.07 0.17 0.29
O 0.13 0.27 -0.10
N -0.89 0.24 0.07
N -0.61 0.29 -0.20
N 0.65 0.74 -1.37
N -0.23 -0.11 0.99
C 0.47 -0.44 0.54
C 0.12 0.35 0.18
C -0.24 -0.25 0.08
C 0.10 0.39 -0.11
C -0.39 -0.25 -0.16
C 0.54 0.07 -0.26
H -0.19 -0.15 -0.24
H 0.00 -0.42 -0.12
H 0.54 -0.04 0.17
H -0.01 -0.04 0.05
H -0.27 -0.28 0.32
H 0.20 -0.06 0.03
H 0.14 -0.43 -0.05
H -0.52 0.29 -0.27
H 0.73 -0.15 -0.50
H -0.37 -0.37 -0.08
H 0.06 -0.13 0.32
H 0.13 0.32 0.43

So, what does the Mulliken scheme give us? The charges, in e, come out as:
1. O -0.216
2. O -0.360
3. N -0.391
4. N -0.684
5. N -0.337
6. N -0.188
7. C 0.063
8. C -0.404
9. C -0.038
10. C 0.069
11. C 0.197
12. C -0.646
13. H 0.282
14. H 0.343
15. H 0.230
16. H 0.238
17. H 0.289
18. H 0.302
19. H 0.372
20. H 0.226
21. H 0.017
22. H 0.271
23. H 0.225
24. H 0.142